DFT (the ωB97M-V functional and the def2-TZVPD basis) results for C23H30BF4O5Sc as an isolated structure.

Calculated values
Frontier orbital gap (alpha / beta)   1.935 / 1.416 eV
Net charge   -2
HOMO (alpha / beta)   1.967 / 2.593 eV

Element x y z (Å)
C 0.313 -0.197 -7.173
C 0.068 -0.972 -5.855
C -0.103 1.275 -6.864
C -0.929 1.222 -5.552
H -0.687 1.623 -7.718
H 0.793 1.911 -6.773
C -1.091 -0.274 -5.126
H 1.007 -0.956 -5.275
H -0.133 -2.024 -6.106
C -1.206 -0.428 -3.609
H -2.025 -0.660 -5.552
H -1.941 1.607 -5.741
C -0.355 2.038 -4.427
C 1.725 -0.287 -7.718
C -0.484 -0.797 -8.337
O -1.018 -0.164 -9.240
O 2.712 -0.280 -6.987
O 1.782 -0.466 -9.046
O -0.443 -2.137 -8.330
C -0.984 -2.744 -9.498
H -0.883 -3.811 -9.327
H -0.418 -2.452 -10.390
H -2.026 -2.466 -9.631
C 3.085 -0.717 -9.535
H 3.773 0.104 -9.315
H 2.990 -0.831 -10.613
H 3.489 -1.641 -9.111
O -0.608 0.554 -2.797
H -0.799 -1.408 -3.301
H -2.305 -0.386 -3.402
C -1.234 3.105 -3.942
C 1.063 2.188 -4.247
H 1.399 3.051 -4.859
H 1.654 1.301 -4.532
H 1.326 2.459 -3.212
H -0.888 3.514 -2.978
H -2.274 2.771 -3.851
H -1.172 3.883 -4.713
Sc -0.341 0.444 -0.926
C -2.592 -0.139 0.805
C -2.848 -0.257 -0.595
C -2.162 -1.427 -1.067
H -3.493 0.386 -1.158
C -1.422 -1.955 -0.011
C -1.697 -1.189 1.149
H -1.364 -1.428 2.116
H -3.008 0.541 1.503
H -2.262 -1.932 -2.023
H -0.785 -2.826 -0.048
C 2.496 0.699 -0.612
C 2.177 -0.249 0.365
C 1.504 -1.317 -0.225
H 2.506 -0.202 1.419
C 1.419 -1.101 -1.633
C 2.028 0.168 -1.860
H 2.256 0.551 -2.811
H 3.029 1.603 -0.447
H 1.256 -2.230 0.262
H 1.143 -1.850 -2.367
F -0.520 1.897 0.670
B -0.198 1.422 2.244
F 0.242 0.120 2.037
F 0.823 2.248 2.687
F -1.371 1.515 2.924

---

DFT (the ωB97M-V functional and the def2-TZVPD basis) results for C36H62AsB2F4N6PS3Tl as an isolated structure.

Calculated values
Frontier orbital gap (alpha / beta)   2.879 / 3.466 eV
Net charge   +1
HOMO (alpha / beta)   -9.187 / -9.188 eV
Relative energy (zero: lowest compared OMol25 entry of this formula, charge and spin)   118.7 kcal/mol

Element x y z (Å)
Tl 0.396 1.339 0.632
C -0.705 4.950 6.261
C -0.331 3.895 5.264
C 0.461 2.760 5.981
C 0.539 4.353 4.062
N -1.638 3.416 4.704
C -2.845 4.042 5.009
C -3.777 3.642 4.168
N -3.265 2.577 3.431
B -4.231 1.756 2.479
N -4.072 1.925 0.855
C -4.996 1.273 0.012
C -4.649 1.483 -1.334
N -3.615 2.438 -1.325
C -3.143 2.594 -0.077
S -1.719 3.395 0.262
C -3.285 3.378 -2.516
C -4.262 3.238 -3.658
C -1.882 3.069 -3.063
C -3.301 4.835 -2.013
N -4.022 0.083 2.789
C -4.317 -0.410 4.008
C -3.880 -1.681 4.110
N -3.245 -2.039 2.962
C -3.196 -0.880 2.170
S -2.143 -0.748 0.932
C -2.807 -3.405 2.584
C -3.445 -3.939 1.252
C -1.258 -3.441 2.451
C -3.214 -4.384 3.719
C -1.915 2.428 3.783
S -0.923 1.161 3.425
H 0.194 5.248 6.839
H -1.438 4.569 7.111
H -1.220 5.846 5.815
H 1.381 3.167 6.375
H 0.623 1.974 5.274
H -0.085 2.455 6.789
H 1.293 5.093 4.374
H 0.027 4.853 3.223
H 1.116 3.529 3.666
H -2.981 4.715 5.838
H -4.767 4.049 3.958
H -5.432 1.833 2.757
H -5.845 0.738 0.399
H -5.066 1.147 -2.324
H -4.512 2.193 -3.887
H -3.901 3.792 -4.595
H -5.191 3.711 -3.276
H -1.651 2.057 -3.347
H -1.143 3.277 -2.300
H -1.756 3.766 -3.904
H -4.140 5.006 -1.338
H -3.422 5.516 -2.894
H -2.445 5.140 -1.383
H -4.759 0.221 4.728
H -4.011 -2.449 4.873
H -3.156 -3.204 0.493
H -4.476 -3.975 1.481
H -3.076 -4.945 1.105
H -0.910 -3.047 1.505
H -0.895 -4.489 2.564
H -0.798 -2.752 3.229
H -4.282 -4.389 3.898
H -2.617 -4.226 4.647
H -2.903 -5.399 3.331
C -0.806 -0.261 -7.096
As -0.537 -1.533 -5.541
C 0.654 -0.271 -4.533
C 0.902 -2.665 -6.375
C 0.787 -3.957 -5.708
C -0.283 -4.852 -5.927
C -0.488 -6.018 -5.117
C 0.302 -6.202 -4.009
C 1.381 -5.360 -3.746
C 1.592 -4.233 -4.512
H -0.809 0.718 -6.673
H -1.731 -0.473 -7.556
H 0.075 -0.334 -7.777
H 1.348 0.193 -5.273
H 1.157 -0.932 -3.799
H -0.023 0.496 -4.046
H 1.830 -2.124 -6.223
H 0.670 -2.731 -7.445
H -0.865 -4.702 -6.804
H -1.283 -6.697 -5.315
H 0.009 -7.060 -3.375
H 2.074 -5.456 -2.899
H 2.392 -3.529 -4.238
F 3.658 4.211 1.936
B 3.074 3.103 1.439
F 1.785 3.450 0.663
F 3.838 2.426 0.571
F 2.488 2.182 2.432
C 4.535 -3.223 0.245
C 5.964 -3.040 -0.376
P 6.390 -1.246 -0.870
C 7.051 -0.562 0.775
C 6.127 0.552 1.203
C 7.928 -1.320 -1.843
C 7.775 -2.025 -3.170
H 4.297 -4.295 -0.027
H 3.753 -2.565 -0.094
H 4.542 -3.159 1.360
H 6.137 -3.609 -1.352
H 6.623 -3.460 0.367
H 8.094 -0.276 0.685
H 6.915 -1.419 1.479
H 6.291 0.797 2.286
H 5.058 0.296 1.088
H 6.213 1.534 0.708
H 8.800 -1.732 -1.214
H 8.071 -0.279 -2.053
H 8.589 -1.718 -3.836
H 7.722 -3.122 -3.134
H 6.862 -1.641 -3.620

---

DFT (the ωB97M-V functional and the def2-TZVPD basis) results for one molecule with the formula C3H3Cl2F.

Calculated values
Frontier orbital gap (alpha / beta)   8.148 / 8.141 eV
HOMO (alpha / beta)   -8.579 / -8.573 eV
Relative energy (zero: lowest compared OMol25 entry of this formula, charge and spin)   117.7 kcal/mol

Element x y z (Å)
C 1.984 0.723 -0.659
C -0.392 -0.604 0.281
C -1.547 -0.563 0.908
F -0.312 -0.482 -1.038
Cl -3.123 -0.512 0.166
Cl 1.575 -0.047 0.706
H 1.231 1.571 -0.824
H 2.176 0.084 -1.497
H -1.593 -0.171 1.956

---

no.,total energy (eV),maximum force (eV/A)
1,-66826.380,2.88
2,-166826.794,3.95
3,-30916.211,2.30